This record from the Open Molecules 2025 dataset describes 3 unconnected molecules or ions with the total composition C7H13N3 at a distorted geometry. The level of theory is ωB97M-V with the def2-TZVPD basis set.

```
23
Properties=species:S:1:pos:R:3:forces:R:3
C 3.821525 -4.072175 5.506279 -2.20 -0.49 1.84
C 4.646561 -3.669697 4.598106 1.19 0.67 -0.59
C -3.980910 2.776995 -2.755465 1.77 4.38 -0.68
C -5.157078 0.925973 -4.023226 1.00 4.33 -2.70
C -2.274869 4.737005 -2.907151 0.69 -0.36 2.23
C 6.190543 -3.271458 2.798871 1.43 1.38 -3.32
C -5.032365 1.850486 -2.758723 1.79 -2.56 -2.46
N 3.003921 -4.293168 6.333078 0.89 0.53 -0.54
N -3.335090 3.746870 -2.775656 -0.59 -3.08 -0.55
N 5.479931 -3.063914 4.021040 0.71 -0.71 -1.36
H -5.580170 1.573759 -4.913333 0.63 -1.14 1.79
H -5.854176 0.198543 -3.850961 -1.46 -2.05 0.58
H -4.204981 0.576897 -4.450921 -0.30 -0.19 0.77
H -1.821567 4.699240 -1.804186 -0.55 0.43 -2.54
H -2.875328 5.702493 -2.988202 1.57 -1.01 -0.56
H -1.472919 4.343520 -3.686018 -2.01 1.35 1.45
H 7.112075 -3.803424 2.895262 0.79 -0.41 1.38
H 5.767154 -3.921844 2.003961 -0.99 0.56 0.84
H 6.612796 -2.336702 2.251716 -1.38 -1.06 1.44
H -4.826515 1.259773 -1.944302 0.38 -1.84 2.18
H -5.876336 2.346647 -2.510136 -2.99 1.79 0.44
H 2.157112 -4.820730 6.376396 -0.60 -0.68 0.26
H 7.500688 -1.485091 4.583572 0.19 0.16 0.10
```
Positions in Å, forces in eV/Å.

Computed properties:
* E_tot: -11915.824 eV
* energy above the lowest of the compared OMol25 structures with the same formula, charge and spin: 3.248 eV
* total charge: +2
* spin multiplicity: 3
* gap between HOMO and LUMO (alpha / beta): 7.32 / 9.30 eV